{"formula": "C27H45AsCl3NP2SiV", "method": "ωB97M-V/def2-TZVPD", "gap_ev": [7.15, 7.61], "multiplicity": 4, "charge": 0, "species": ["As", "V", "Cl", "Cl", "Cl", "P", "P", "Si", "N", "C", "C", "C", "C", "C", "C", "C", "C", "C", "C", "C", "C", "C", "C", "C", "C", "C", "C", "C", "C", "C", "C", "C", "C", "C", "C", "C", "H", "H", "H", "H", "H", "H", "H", "H", "H", "H", "H", "H", "H", "H", "H", "H", "H", "H", "H", "H", "H", "H", "H", "H", "H", "H", "H", "H", "H", "H", "H", "H", "H", "H", "H", "H", "H", "H", "H", "H", "H", "H", "H", "H", "H"], "positions_angstrom": [[-2.39732, 1.69859, 0.04074], [-0.59471, -0.14825, 0.01472], [-1.64125, -3.68338, -0.16557], [-4.16074, -2.04299, -1.19758], [-3.26853, -1.41131, 1.79973], [-0.14061, -0.29336, 2.39130], [-0.07074, 0.02009, -2.35310], [-2.38016, -1.72174, -0.14332], [1.14390, -1.00110, -0.03105], [-0.82651, 1.37909, 4.74418], [1.87158, -3.53109, -3.28953], [3.48222, -0.74556, 0.69879], [-1.65637, 1.23930, -4.31218], [-1.77824, 3.40829, -0.71926], [-2.09338, -1.20895, -3.84097], [-0.24587, -1.67661, 3.64624], [0.19116, -2.96896, 2.95411], [-1.03566, -0.10734, -3.93672], [-0.75562, 1.26921, 3.22459], [1.94637, 1.01476, -4.12694], [1.18075, 1.33274, -2.84393], [-3.89783, 1.36423, -1.15999], [1.65803, -0.15884, 2.16685], [2.18800, -3.01978, -0.95879], [-0.03628, 2.47388, 2.61178], [2.15771, 1.57659, -1.69216], [1.44029, -1.84357, -1.09607], [4.37962, -0.30285, 1.65035], [2.58077, 0.28623, 3.10692], [1.12176, -2.37614, -3.43884], [3.94149, 0.22733, 2.85920], [-3.50547, 2.49750, 1.44957], [0.58391, -1.51712, 4.91923], [2.09188, -0.67743, 0.92145], [2.40185, -3.84665, -2.04455], [0.90683, -1.52432, -2.36038], [-1.70604, -2.10096, -3.34555], [-2.90713, 3.10407, 2.12817], [1.31718, 1.08331, -5.01492], [-0.90207, 1.96201, -4.62553], [-4.62445, 0.74967, -0.63242], [-2.20706, 1.66575, -3.47185], [-2.35735, 1.10803, -5.13891], [0.98222, 2.55386, 2.98939], [-4.00304, 1.70728, 2.01031], [-2.96383, -0.87277, -3.28009], [-1.25242, 3.97262, 0.05095], [-4.25534, 3.12960, 0.97576], [1.25336, -2.91443, 2.70051], [2.02509, -4.19191, -4.13253], [-0.37050, -3.15203, 2.04583], [0.69710, -2.14912, -4.40838], [5.44190, -0.36008, 1.44661], [0.04753, -3.81830, 3.62502], [-2.42966, -1.49504, -4.83991], [-3.58295, 0.82594, -2.04913], [0.02112, 2.38587, 1.52183], [2.37777, 0.01393, -4.07736], [-0.56198, 3.40079, 2.85611], [2.76454, 1.72794, -4.24751], [0.15980, 1.47086, 5.20068], [0.40240, -2.38587, 5.55556], [0.59376, 2.24499, -2.99298], [1.64045, 1.77578, -0.74983], [-0.31478, -0.37937, -4.70885], [-2.62308, 3.99691, -1.07466], [2.22761, 0.68101, 4.05246], [-1.34758, 0.52619, 5.17894], [2.56477, -3.28715, 0.02045], [-4.36488, 2.30635, -1.44833], [4.64816, 0.58956, 3.59413], [2.97572, -4.75572, -1.91429], [2.79960, 2.43261, -1.91036], [-1.09298, 3.22139, -1.54616], [3.84763, -1.13659, -0.24131], [-1.79067, 1.27377, 2.87685], [-1.30610, -1.74441, 3.90315], [-1.39257, 2.27787, 5.00226], [2.79685, 0.70438, -1.55015], [1.64732, -1.50035, 4.68144], [0.34180, -0.62873, 5.49572]]}



{"formula": "C27H45AsHoIN8O3", "method": "ωB97M-V/def2-TZVPD", "gap_ev": [7.31, 7.31], "multiplicity": 5, "charge": 2, "species": ["Ho", "I", "As", "O", "O", "O", "N", "N", "N", "N", "N", "N", "N", "N", "C", "C", "C", "C", "C", "C", "C", "C", "C", "C", "C", "C", "C", "C", "C", "C", "C", "C", "C", "C", "C", "C", "C", "C", "C", "C", "C", "H", "H", "H", "H", "H", "H", "H", "H", "H", "H", "H", "H", "H", "H", "H", "H", "H", "H", "H", "H", "H", "H", "H", "H", "H", "H", "H", "H", "H", "H", "H", "H", "H", "H", "H", "H", "H", "H", "H", "H", "H", "H", "H", "H", "H"], "positions_angstrom": [[-13.08599, -1.04106, 15.14610], [-12.34372, -1.60920, 18.54929], [-10.61464, 1.74652, 16.35850], [-11.63718, -1.37944, 10.87701], [-11.84745, 0.61218, 15.89034], [-12.79361, -1.23228, 12.87432], [-14.78639, 0.55996, 15.09964], [-16.24196, -3.87922, 14.09034], [-15.06009, -2.27123, 15.41981], [-10.70791, -1.76578, 14.29543], [-15.94822, -4.33766, 16.23735], [-15.12805, 2.84147, 15.73303], [-14.74886, 2.38675, 13.60555], [-10.58103, -1.62441, 12.87499], [-14.82957, 1.85583, 14.84591], [-11.62803, -5.57425, 16.89939], [-15.91238, -1.32183, 16.22131], [-12.63022, -4.17427, 14.73931], [-12.55590, -3.46417, 15.92186], [-11.17941, -5.69853, 19.29904], [-14.69469, 1.61687, 12.38150], [-11.78688, -6.22180, 15.64429], [-12.85759, -1.78723, 10.13097], [-15.25942, -4.38527, 17.49976], [-9.36319, 1.07290, 17.66393], [-16.07347, -0.02884, 15.43882], [-12.02231, -3.64794, 18.37500], [-12.25672, -5.50506, 14.56185], [-9.52101, 2.27779, 14.74127], [-12.01355, -4.17252, 17.05018], [-14.99566, 2.65856, 17.19365], [-11.37765, 3.32911, 17.26157], [-11.72689, -1.44432, 12.22746], [-15.66161, -3.45625, 15.24434], [-15.15107, 3.75793, 13.56144], [-16.69703, -5.49033, 15.77055], [-11.66298, -4.40352, 19.44043], [-16.26863, -3.26073, 12.81653], [-16.79110, -5.23065, 14.26159], [-15.45368, 4.09152, 15.07525], [-11.19588, -6.30470, 18.05996], [-10.86211, -6.26660, 20.20299], [-14.70548, 1.64693, 17.37156], [-8.42863, 1.65895, 17.69825], [-16.92920, -1.77058, 16.38840], [-13.75833, 1.82628, 11.81104], [-10.70049, 4.16307, 17.37936], [-17.80052, -5.23985, 13.87729], [-14.66200, -3.46880, 17.63290], [-10.00006, -1.29599, 14.84639], [-13.03176, -3.70521, 13.84731], [-11.52244, -7.27528, 15.55257], [-12.65848, -1.48945, 9.09315], [-16.27644, -5.98860, 13.68701], [-15.83709, -2.25726, 12.88402], [-9.09582, 0.05555, 17.37704], [-10.77398, -7.32538, 17.96287], [-15.99454, 2.74152, 17.67376], [-9.74141, -1.96031, 12.36601], [-14.91140, 4.95516, 15.42630], [-16.65830, 0.69476, 16.06263], [-15.99410, -4.45869, 18.32492], [-8.82012, 1.48679, 14.47106], [-12.19019, 3.62409, 16.58320], [-17.29680, -3.14739, 12.40021], [-16.67730, -0.24405, 14.52563], [-16.52206, 4.31583, 15.19502], [-10.51843, -2.76142, 14.53622], [-11.77123, 3.02432, 18.23438], [-16.06472, 3.89394, 12.98554], [-11.84194, -3.98680, 20.43294], [-12.96423, -2.90639, 10.15305], [-15.57535, 1.84130, 11.72480], [-15.72713, -3.89445, 12.08583], [-12.26085, -5.98423, 13.58856], [-10.17786, 2.37694, 13.87354], [-14.34131, 3.45370, 17.66153], [-16.19369, -6.46838, 16.01324], [-15.49210, -1.11544, 17.18963], [-9.80312, 1.10115, 18.64824], [-14.53704, -5.22638, 17.52321], [-17.63755, -5.51694, 16.30446], [-13.66563, -1.26295, 10.61165], [-14.39627, 4.42413, 13.18052], [-14.76654, 0.56520, 12.64838], [-9.01181, 3.20899, 14.92012]]}



{"formula": "C27H45AsN2OPPdSSb", "method": "ωB97M-V/def2-TZVPD", "gap_ev": [3.96, 4.41], "multiplicity": 2, "charge": 3, "species": ["Sb", "Pd", "As", "S", "P", "O", "N", "N", "C", "C", "C", "C", "C", "C", "C", "C", "C", "C", "C", "C", "C", "C", "C", "C", "C", "C", "C", "C", "C", "C", "C", "C", "C", "C", "C", "H", "H", "H", "H", "H", "H", "H", "H", "H", "H", "H", "H", "H", "H", "H", "H", "H", "H", "H", "H", "H", "H", "H", "H", "H", "H", "H", "H", "H", "H", "H", "H", "H", "H", "H", "H", "H", "H", "H", "H", "H", "H", "H", "H", "H"], "positions_angstrom": [[0.34100, -0.32420, -2.45910], [-0.22720, -0.53340, 1.03240], [2.76400, -2.36200, 0.53840], [-2.63160, -2.81860, 2.39700], [0.42790, 0.95200, 2.85430], [1.65150, -1.27150, -0.10870], [0.14790, 5.55150, -0.32050], [-1.55400, 1.13910, -0.07150], [-1.68240, -2.07090, -4.14360], [-0.34350, 1.95190, -6.03270], [2.21610, 1.27370, 3.06950], [-1.65350, -1.89330, 1.65500], [-1.74020, 2.04320, -5.60220], [-3.54550, 2.45690, -0.08210], [2.40780, -0.96440, -3.38940], [-1.39730, -2.83430, -1.73790], [-1.41070, 3.51990, -0.23880], [-0.83180, 2.25330, -0.18760], [-1.01290, -1.28660, 6.59360], [0.78070, -0.70260, 5.10300], [2.09880, -2.83450, 2.31260], [3.08530, 0.29750, -3.83700], [2.82310, -3.99080, -0.51900], [-2.88470, 1.23900, -0.01060], [-0.56840, 4.66070, -0.30540], [-0.33850, 2.60570, 3.07670], [-1.46520, 0.07550, 4.67180], [0.32770, -1.34990, 6.23760], [-1.55750, -1.69100, -2.69640], [2.12900, -1.96850, -4.46670], [-0.11040, 0.03710, 4.32290], [-2.80500, 3.62280, -0.18300], [-1.90620, -0.56470, 5.81270], [4.50100, -1.47760, 0.50120], [0.09180, 1.17280, -7.18550], [-0.16830, 2.91820, 4.10940], [2.79370, 0.36060, 2.92080], [-1.83610, 1.99780, -4.51370], [1.51240, -1.55700, -5.26260], [3.26260, 0.98050, -3.00680], [1.83110, -0.74080, 4.85640], [0.35820, 2.63860, -5.58150], [2.40180, 1.66800, 4.06820], [-3.42670, 0.30790, 0.08640], [-1.41350, 2.58040, 2.90110], [-1.54040, -1.22020, -4.80740], [1.66570, -2.87360, -4.07530], [-2.68950, -2.45240, -4.32030], [-2.13170, 3.02910, -5.88320], [2.86940, -2.70520, 3.07140], [5.28760, -2.17040, 0.79350], [2.53880, 2.01530, 2.34070], [1.81090, -4.36420, -0.67990], [-0.98790, -2.86000, -4.41970], [4.68420, -1.13270, -0.51990], [-2.33470, -3.38910, -1.67270], [1.02070, -1.90100, 6.85300], [-0.62970, -3.52640, -2.07710], [2.50970, 0.81380, -4.60140], [-3.27470, 4.59200, -0.23410], [2.90630, -1.41400, -2.52730], [-0.54540, 0.31140, -7.37900], [1.23150, -2.19260, 2.53130], [-4.62260, 2.48160, -0.05310], [0.11440, 3.33200, 2.40120], [0.03150, 1.80990, -8.07990], [1.78450, -3.87940, 2.31010], [3.31510, -3.83180, -1.47740], [4.50680, -0.61330, 1.16580], [-2.94410, -0.50400, 6.10000], [-1.36110, -1.80380, 7.47440], [4.05740, 0.05990, -4.27090], [-2.16120, 0.63040, 4.05740], [-2.37600, 1.29120, -6.06090], [3.38860, -4.73690, 0.03990], [-2.33400, -0.99590, -2.36990], [3.07870, -2.25780, -4.92300], [-1.15030, -2.47640, -0.72860], [0.24930, 2.13470, -0.25750], [1.13880, 0.88090, -7.11500]]}